# 1
Formula: C28H64I2N4O7P
Source: the OMol25 dataset
Level of theory: ωB97M-V/def2-TZVPD

The geometry in XYZ format:
```
106
Properties=species:S:1:pos:R:3:forces:R:3
I -0.154493 0.375169 2.625189 0.07 0.07 -0.04
I 0.451628 -0.173302 -1.386890 0.97 -0.90 0.08
P -1.822620 1.186046 -1.774548 -1.96 1.27 -0.46
O -1.925840 1.269746 7.473369 -0.03 0.01 -0.03
O -4.661852 -3.266277 -1.771438 -0.03 0.04 0.05
O -4.783666 0.494852 -3.091182 0.09 -0.49 -0.23
O -4.030410 1.628059 -3.520551 -0.49 0.25 0.06
O 4.810069 -1.902259 -0.445388 0.13 -0.03 0.11
O 9.325514 -2.176033 1.591023 0.00 0.01 0.01
O -7.728806 3.274497 -0.315408 -0.07 0.03 0.05
N -9.000226 1.782752 -1.455123 -0.11 -0.10 -0.09
N 8.409985 -4.177370 1.031486 -0.15 -0.17 -0.05
N -0.188073 -0.135590 7.879430 0.14 -0.11 -0.04
N -4.525694 -3.694026 -3.995615 -0.03 -0.01 -0.14
C 8.617772 -5.573779 0.721995 -0.08 0.10 0.00
C 4.769590 2.672995 -1.313089 0.00 0.49 -0.06
C -2.852150 0.052113 -0.605534 0.25 -0.16 0.18
C -9.919638 1.633426 -0.341794 0.08 0.04 -0.01
C 1.465343 3.405466 -1.121199 0.43 0.07 0.28
C 3.888075 3.298866 -0.217327 -0.15 -0.27 -0.13
C 6.340764 1.146026 0.087138 -0.20 0.21 -0.04
C 2.474659 2.699433 -0.193316 0.03 0.38 -0.25
C -0.236605 -0.718323 6.544083 -0.03 0.06 0.06
C 4.279540 -2.763475 -1.416937 -0.24 0.01 -0.09
C 4.602469 -0.538191 -0.792776 -0.14 0.01 0.36
C -3.368876 2.179452 -2.388286 0.59 -0.12 0.29
C 7.050975 -3.644934 1.032267 0.22 0.06 0.09
C -4.273774 -3.948636 -2.696400 -0.05 -0.14 0.07
C -1.063013 0.834374 8.206213 -0.09 0.04 0.09
C -2.351901 -0.693237 0.632964 -0.39 -0.17 0.34
C 6.193277 2.352272 -0.879824 -0.03 -0.42 0.04
C -2.160936 0.143437 1.901683 -0.19 -0.17 -0.02
C -9.216460 1.025603 -2.669707 -0.04 0.01 0.13
C -5.263827 -2.485347 -4.333120 0.05 -0.04 0.14
C 0.372837 4.195811 -0.389713 0.01 0.16 -0.37
C 5.071415 0.343390 0.360975 0.24 -0.33 -0.06
C 9.434153 -3.354403 1.317570 0.11 0.06 0.03
C -7.957114 2.625726 -1.314788 0.20 0.05 -0.04
C 0.799211 -0.617455 8.818520 -0.02 0.01 -0.12
C -1.529002 2.490158 -0.370936 0.26 -0.16 -0.65
C -4.084973 -4.576567 -5.050114 0.01 0.15 0.02
C -1.034882 3.848960 -0.864600 -0.20 0.14 0.63
H 5.281780 -0.334954 1.187664 -0.04 -0.06 0.11
H -9.392646 1.275931 0.543077 -0.01 0.00 0.02
H -5.417421 -2.443205 -5.409003 0.02 -0.05 -0.03
H -0.806901 2.063534 0.318749 -0.01 -0.10 0.17
H -7.312467 2.667799 -2.211119 -0.01 0.01 0.01
H 7.086258 0.460303 -0.313579 0.14 -0.08 0.03
H -3.282364 -0.689615 -1.278183 0.06 -0.09 -0.12
H 4.283479 1.785635 -1.711027 -0.04 -0.12 -0.03
H 4.853470 -2.726869 -2.347446 0.12 -0.01 -0.11
H 3.243678 -2.508025 -1.652212 -0.12 0.07 0.00
H 2.088185 2.716728 0.823245 -0.09 -0.15 0.14
H 3.533349 -0.386667 -0.960260 -0.06 0.01 -0.24
H 6.629235 3.233674 -0.412297 0.08 0.16 -0.01
H 3.819182 4.372265 -0.391592 0.05 0.19 0.15
H 0.523863 -1.492325 6.474348 0.00 -0.03 0.00
H -0.924217 1.202615 9.239871 0.01 0.00 -0.01
H -4.720894 -1.599537 -4.008306 -0.02 0.02 -0.01
H -2.491394 2.596714 0.127119 -0.08 -0.04 0.16
H 1.008785 2.670554 -1.778919 -0.11 -0.09 -0.05
H 4.251909 0.975686 0.682764 -0.04 0.12 0.08
H 6.948032 -2.838068 0.312583 -0.06 0.04 -0.03
H 9.680880 -5.804107 0.763805 0.02 0.00 0.00
H 0.438533 4.029134 0.684885 -0.04 -0.08 0.14
H -4.937355 -4.956864 -5.619588 0.02 -0.02 -0.01
H -0.049010 0.027468 5.772580 -0.04 0.03 0.04
H -2.652634 -0.326471 2.745307 0.02 -0.06 0.10
H -0.983749 1.993796 -2.653874 0.15 -0.17 0.07
H -2.586109 1.134503 1.799899 0.20 0.21 -0.02
H -10.182142 1.276089 -3.115370 0.01 -0.01 -0.03
H -3.685686 -4.872175 -2.546043 0.02 0.03 -0.01
H -4.099168 2.400651 -1.598195 -0.11 -0.09 0.04
H -2.023909 0.251355 -2.852331 0.21 -0.11 0.10
H 0.663810 -1.684842 9.009367 0.02 0.00 0.03
H 5.151832 -0.317890 -1.712532 0.02 0.05 -0.18
H -1.517909 -1.361844 0.450118 0.28 0.17 -0.18
H -10.378349 2.591175 -0.093640 -0.01 0.00 0.02
H -1.703130 4.622513 -0.477486 -0.15 0.07 -0.11
H 8.094905 -6.211230 1.438858 0.01 -0.03 -0.01
H -3.413469 -4.055122 -5.736010 0.01 -0.03 -0.02
H -5.399075 0.822369 -2.418851 0.11 0.35 0.05
H 2.026975 4.092679 -1.757488 -0.02 0.02 -0.21
H 10.414764 -3.864354 1.283208 -0.01 0.00 -0.01
H 4.363926 3.163298 0.754150 0.08 0.00 0.09
H -1.080174 3.911772 -1.954465 0.07 -0.04 -0.19
H 2.535878 1.664415 -0.516086 -0.05 -0.20 0.25
H 6.804912 -3.247945 2.017136 -0.05 0.02 -0.01
H -9.193010 -0.047087 -2.465987 0.01 -0.01 -0.03
H -3.699138 0.650541 -0.254613 -0.05 0.19 -0.06
H 8.250297 -5.806448 -0.280121 0.01 -0.03 0.00
H 6.355474 -4.441089 0.780287 0.00 -0.02 -0.02
H -3.006405 3.138242 -2.757539 0.02 0.09 -0.09
H 0.536592 5.266421 -0.535646 0.02 0.10 0.01
H 6.781952 2.151505 -1.774455 0.11 0.04 -0.10
H -3.172779 -1.367638 0.905186 -0.04 -0.11 -0.08
H 1.809261 -0.459943 8.433516 0.02 -0.01 0.03
H 4.830207 3.371106 -2.149821 -0.03 0.00 -0.14
H -10.694179 0.920442 -0.613710 -0.01 -0.02 -0.02
H -3.550640 -5.421241 -4.619185 0.01 -0.01 0.01
H -8.431433 1.257051 -3.386832 0.02 0.00 -0.01
H 0.699924 -0.081348 9.760637 0.00 0.01 0.02
H 4.291168 -3.775217 -1.022514 0.12 -0.14 0.07
H -1.217399 -1.154654 6.354855 0.00 0.00 -0.03
H -6.231387 -2.490754 -3.827830 -0.01 0.04 -0.03
H 6.731602 1.490139 1.042641 0.07 0.06 0.11
```
Forces are in eV/Å.

Values from the calculation:
HOMO-LUMO gap, eV: 6.6
Charge: -1
Multiplicity: 1
Molar mass, u: 853.62

# 2
Formula: C28H65N2O4S2
Source: the OMol25 dataset
Level of theory: ωB97M-V/def2-TZVPD

The geometry in XYZ format:
```
101
Properties=species:S:1:pos:R:3:forces:R:3
S -0.301195 1.820514 2.481417 0.07 0.18 0.55
S 2.318234 2.059426 1.205635 0.20 0.17 -0.13
O 5.586289 -0.818404 3.836305 -0.08 -0.03 0.08
O 2.180949 -2.822083 -3.936385 -0.08 0.09 0.10
O -3.494861 3.726542 5.809403 -0.05 0.02 -0.12
O 0.661634 0.991166 -6.258134 0.02 -0.15 0.04
N 0.753182 -0.129493 0.986335 0.70 0.11 0.45
N -4.778804 -0.217370 0.431096 -0.46 0.53 -0.19
C 1.009330 1.155068 1.459434 -0.52 -0.08 -0.18
C -6.207704 -2.058226 0.466305 -0.39 0.30 0.21
C 0.840007 -1.139000 2.092100 -0.32 -0.11 -0.11
C 0.928257 1.697189 -7.460137 0.04 0.05 -0.10
C -4.001317 0.976405 0.906938 0.38 -0.48 0.27
C -4.246209 3.527451 6.997177 -0.04 0.01 0.10
C -0.384012 -2.030326 2.181259 0.01 0.15 -0.42
C 5.274366 -0.229792 1.471793 0.12 -0.07 0.01
C -5.395505 -2.044898 -0.856127 -0.22 0.33 -0.13
C -1.612178 1.868407 -5.912572 0.03 -0.01 -0.08
C 3.983855 -4.439415 -4.391388 -0.01 0.07 -0.05
C -3.060661 1.354882 5.330500 -0.05 -0.04 0.01
C -0.220395 1.621331 -5.352989 -0.04 0.05 0.09
C -1.731154 1.891082 1.377273 0.21 -0.29 -0.16
C -2.506194 2.756979 5.534283 -0.01 -0.09 0.03
C 5.006790 0.101132 2.930992 -0.02 -0.01 -0.09
C 2.614550 -4.163993 -3.795345 0.03 -0.08 0.03
C -5.419663 -1.142463 1.413527 0.34 -0.87 0.04
C 1.592071 -0.549282 -0.146060 -0.44 -0.35 -0.47
C 6.998997 -0.928957 3.787629 0.09 -0.02 0.01
C 1.045063 -3.124963 -6.103463 0.03 -0.09 0.06
C 1.369492 0.278697 -1.407525 0.63 -0.05 0.17
C 7.731677 0.364704 4.097096 -0.08 0.05 -0.03
C -4.169387 -1.191372 -0.523399 -0.18 -0.71 0.01
C 2.053002 -2.352530 -5.270768 -0.02 0.10 -0.08
C -2.591856 0.627410 1.348556 0.09 0.36 0.05
C -3.410100 3.525496 8.264282 0.08 -0.03 -0.06
C 1.573236 3.055459 -7.248895 -0.04 0.00 0.10
H 7.564160 1.125432 3.333301 0.03 -0.01 -0.02
H 2.648605 -0.582353 0.124777 0.07 0.13 0.11
H -2.812904 4.435270 8.327607 -0.02 0.02 0.01
H 1.296471 -1.578164 -0.355825 -0.05 -0.07 0.06
H 7.245449 -1.680372 4.537252 -0.02 -0.01 0.01
H -3.495731 0.944329 6.241832 0.02 -0.01 0.01
H 4.722543 -3.745964 -3.987910 0.01 -0.01 0.02
H 4.715108 0.445308 0.825885 -0.02 0.02 0.00
H 3.029809 -2.339377 -5.766067 0.00 -0.04 0.00
H -2.263529 0.680434 5.011108 0.02 0.02 -0.01
H -6.392350 -3.037111 0.892868 0.25 -0.14 0.03
H -5.569480 0.164243 -0.093230 0.01 0.22 0.06
H -3.486488 -1.815145 0.046603 0.38 0.26 -0.03
H 4.294441 -5.456755 -4.152865 0.00 -0.01 0.02
H -0.285129 0.941476 -4.501093 0.04 -0.03 -0.01
H -2.299645 2.748332 1.736356 -0.04 0.06 0.09
H 1.508706 -0.352700 -2.281992 -0.18 -0.07 -0.10
H 1.355780 -4.156278 -6.276541 0.02 0.01 -0.04
H -2.731797 2.672263 8.310206 -0.03 -0.02 0.02
H 3.985659 -4.341124 -5.477353 -0.01 -0.03 0.00
H 0.927434 -2.646916 -7.075901 -0.01 0.03 0.00
H -1.604899 2.595471 -6.724772 0.00 0.03 0.02
H 2.125106 1.057435 -1.471557 -0.16 0.23 -0.04
H -4.003636 1.697414 0.093086 0.01 -0.01 -0.13
H 0.214391 2.555368 -4.978219 -0.03 0.02 -0.03
H -2.264611 2.258822 -5.129847 0.00 0.00 0.02
H -0.667780 -2.336041 1.171862 -0.02 -0.14 -0.02
H 0.381757 0.733832 -1.411222 -0.12 0.00 -0.10
H -3.660966 -0.708770 -1.348551 -0.05 0.15 -0.09
H 1.716263 -1.753872 1.893038 0.15 0.04 -0.02
H 1.729743 -1.314904 -5.183642 0.02 0.01 0.03
H -3.843763 1.367578 4.565271 0.01 0.01 0.00
H 7.320130 -1.329264 2.819406 -0.01 0.03 -0.01
H -7.193383 -1.621575 0.307966 -0.06 -0.04 -0.10
H 2.475505 2.959626 -6.643981 0.02 0.00 -0.02
H -5.141542 -3.021276 -1.248871 0.12 -0.13 0.11
H 2.641979 -4.338669 -2.719043 -0.01 0.02 0.01
H 7.403951 0.769247 5.055328 0.02 -0.01 0.01
H 0.016133 1.793350 -8.059406 -0.01 0.02 0.02
H -2.120834 -0.088623 0.679924 0.05 -0.12 0.02
H 6.330141 -0.132935 1.216152 0.00 0.03 0.01
H -2.027416 3.089633 4.616424 0.07 0.11 -0.08
H -4.839820 2.607954 6.927677 0.03 -0.02 0.00
H -1.220231 -1.488208 2.609394 -0.13 0.01 0.18
H -4.060986 3.474966 9.136934 -0.02 0.01 0.00
H -2.039393 0.940498 -6.295549 -0.01 -0.01 0.01
H 4.973850 -1.257475 1.255312 -0.02 0.00 0.00
H -1.731925 2.753260 6.308294 -0.02 -0.04 0.02
H 0.903333 3.756214 -6.748508 -0.01 0.01 -0.04
H 8.804706 0.179571 4.146287 0.01 -0.01 0.01
H -4.613658 -1.718405 1.864188 0.12 0.18 0.21
H 1.023355 -0.635532 3.036154 -0.03 0.07 0.10
H 1.870857 -4.854060 -4.210335 0.01 0.01 -0.03
H 1.605809 1.051169 -8.017619 0.00 -0.03 0.02
H -4.556758 1.385745 1.747634 -0.14 0.16 -0.06
H -5.963936 -0.639721 2.202858 -0.21 0.28 -0.17
H -5.988180 -1.541601 -1.619422 0.03 -0.06 -0.16
H -1.368545 2.135461 0.379879 -0.06 0.08 -0.08
H 0.074236 -3.144979 -5.605417 -0.02 0.03 -0.01
H 3.934444 0.052774 3.129303 0.00 0.00 0.01
H -4.951320 4.357385 7.022143 0.00 0.02 -0.03
H 1.843890 3.489925 -8.211046 0.01 -0.01 -0.01
H -0.188445 -2.925500 2.764317 0.02 -0.03 0.14
H -2.606243 0.220777 2.355384 -0.08 -0.23 0.07
H 5.321799 1.126333 3.157621 0.03 -0.01 -0.02
```
Forces are in eV/Å.

Values from the calculation:
HOMO-LUMO gap, eV: 7.7
Charge: +1
Multiplicity: 1
Molar mass, u: 557.97

no.,energy (eV)
1,-75853.5375
2,-62922.4329